[1]
{"formula": "C4H10S", "method": "ωB97M-V/def2-TZVPD", "species": ["C", "C", "C", "H", "H", "H", "H", "H", "H", "C", "S", "H", "H", "H", "H"], "xyz": [[1.4184, -1.3591, 0.8820], [0.1440, -0.9094, 1.1675], [-0.7919, -1.6301, 2.1381], [1.8768, -1.3041, -0.1355], [1.6434, -2.3774, 1.2163], [-0.3599, -0.2027, 0.4402], [-0.7886, -2.6393, 1.8365], [-1.8179, -1.1706, 1.9319], [-0.3687, -1.4675, 3.2277], [-0.0654, 1.6789, -2.3586], [0.4291, 3.3362, -1.5211], [0.8754, 1.3436, -2.8559], [-0.7675, 2.1465, -3.1358], [-0.6529, 0.9749, -1.7258], [-0.7740, 3.5802, -1.1074]], "mulliken_charge": [-0.669, 0.258, -0.910, 0.248, 0.239, 0.018, 0.308, 0.272, 0.247, -0.735, -0.169, 0.247, 0.305, 0.242, 0.100], "total_charge": 0, "orbital_gap_ev": 9.9, "homo_ha": -0.33200, "e_lumo_ev": 0.9}

=====

[2]
{"formula": "C4H9N3O", "method": "ωB97M-V/def2-TZVPD", "species": ["C", "N", "C", "C", "O", "C", "N", "N", "H", "H", "H", "H", "H", "H", "H", "H", "H"], "xyz": [[1.8998, 1.0596, 0.0539], [0.9020, 1.2866, -0.9724], [-0.3662, 1.5098, -0.6382], [-1.0514, 0.5122, 0.0787], [-2.1298, 0.7776, 0.9116], [-0.4394, -0.7650, 0.0253], [-0.6399, -1.5999, 1.0890], [0.0103, -1.4414, -1.1003], [1.4921, 0.9207, 1.0665], [2.4987, 0.1828, -0.2107], [2.5872, 1.9146, 0.0965], [-0.9305, 2.3081, -1.1360], [-2.6817, -0.0214, 0.9226], [-0.0845, -2.4458, 1.0602], [-0.6640, -1.1453, 1.9939], [0.1809, -0.8267, -1.8888], [-0.5837, -2.2264, -1.3520]], "mulliken_charge": [-0.740, -0.643, -0.286, 0.549, -0.559, 0.235, -0.599, -0.557, 0.302, 0.251, 0.316, 0.390, 0.330, 0.263, 0.238, 0.273, 0.236], "total_charge": 0, "orbital_gap_ev": [7.7, 7.7], "homo_ha": [-0.26441, -0.26436], "e_lumo_ev": [0.5, 0.5]}